Entry 1:
Density functional theory data (wB97M-V/def2-TZVPD) for an isolated molecule of C3H6N4 at a distorted geometry.

Results
total energy	-9165.388	eV
E_HOMO	-0.27751	hartree
LUMO energy	0.5	eV
SMILES string	CNc1ncn[nH]1
F_max	6.7	eV/Å
total charge	0
HOMO-LUMO gap	8.1	eV
energy above the lowest of the compared OMol25 structures with the same formula, charge and spin	334.57	kJ/mol

Last column: Mulliken charge in e.
Positions of all 13 atoms, in Å:
C -0.35939 1.92135 -0.94420  -0.76
N -0.92028 0.71492 -0.31180  -0.21
C -0.21254 -0.31425 0.10860  0.37
N 1.55943 -0.59494 0.03465  -0.46
C 1.54895 -1.61179 0.78920  0.04
N 0.43009 -2.25070 1.09594  -0.82
N -0.56100 -1.41126 0.77585  0.24
H -0.55607 2.80067 -0.26212  0.29
H 0.74399 2.00964 -0.97018  0.29
H -0.74127 1.95906 -2.04670  0.26
H -1.89438 0.75220 -0.10849  0.22
H 2.50545 -2.28587 0.88340  0.29
H -1.54296 -1.68904 0.95585  0.26

---

Entry 2:
Density functional theory data (wB97M-V/def2-TZVPD) for a structure of composition C3H7N3OS at a distorted geometry.

Results
total energy	-20572.563	eV
E_HOMO	-0.33815	hartree
LUMO energy	0.1	eV
F_max	5.4	eV/Å
total charge	0
HOMO-LUMO gap	9.3	eV
energy above the lowest of the compared OMol25 structures with the same formula, charge and spin	542.32	kJ/mol

Last column: Mulliken charge in e.
Positions of all 15 atoms, in Å:
C 2.93095 -0.06470 0.12654  -0.76
C -0.76933 -1.29704 0.25891  0.08
C -1.79832 -0.20024 -0.10505  0.48
H 3.05596 -1.00907 -0.32981  0.29
H 2.71890 0.06723 1.22562  0.26
H 3.72380 0.53865 -0.28649  0.37
H -1.38662 -1.98979 0.85592  0.35
H -3.56981 0.20692 -0.50324  0.25
H -2.10368 1.86941 -0.48239  0.35
H 0.36050 1.34858 0.16291  0.33
N 0.48647 -1.33320 0.11124  -0.47
N -2.94535 -0.75772 -0.45982  -0.62
N -1.38971 1.09337 -0.48919  -0.36
O -0.57634 1.44180 0.68740  -0.46
S 1.26257 0.08578 -0.77255  -0.09

---

Entry 3:
Density functional theory data (wB97M-V/def2-TZVPD) for a cluster of 2 separate species, C11H11NO2 in total at a distorted geometry.

Results
total energy	-17163.529	eV
E_HOMO (alpha / beta)	-0.26185 / -0.26294	hartree
LUMO energy (alpha / beta)	-0.2 / -0.2	eV
F_max	5.5	eV/Å
total charge	0
HOMO-LUMO gap (alpha / beta)	6.9 / 7.0	eV
energy above the lowest of the compared OMol25 structures with the same formula, charge and spin	794.51	kJ/mol

Last column: Mulliken charge in e.
Positions of all 25 atoms, in Å:
C 3.65961 1.86114 -0.22462  0.18
C 2.83952 1.04030 0.13421  -0.58
C 0.15682 1.22543 -0.51133  -0.49
C -0.38727 -0.58592 0.98269  -0.43
C -1.19290 1.25715 -0.90799  -0.68
C -1.76494 -0.46191 0.70863  -0.62
C 0.59816 0.24851 0.41237  0.21
C -2.12882 0.44941 -0.23848  0.77
C 2.74434 -1.18619 1.15144  -1.06
C -4.53329 -0.20022 -0.43499  -0.75
C 2.01353 -0.01088 0.55132  0.26
N 2.40464 -0.63911 -1.54863  0.16
O 3.31820 -1.35986 -1.53848  -0.23
O -3.41546 0.69224 -0.66564  -0.42
H 4.34101 2.51903 -0.71797  0.47
H 0.84813 2.04077 -0.73866  0.29
H -0.11149 -1.31259 1.64183  0.45
H -1.71334 1.84384 -1.62975  0.44
H -2.40248 -1.23075 1.17979  0.30
H 3.56476 -1.00804 1.93444  0.29
H 3.34662 -1.51388 0.32816  0.27
H 2.13131 -2.03076 1.53891  0.31
H -5.37851 0.08451 -1.04901  0.26
H -4.78373 -0.46260 0.54598  0.31
H -4.15442 -1.25961 -0.90423  0.29

---

What is the energy above the lowest of the compared OMol25 structures with the same formula, charge and spin in the first record?
334.57 kJ/mol

---

Copy entry 2 word for word.
Density functional theory data (wB97M-V/def2-TZVPD) for a structure of composition C3H7N3OS at a distorted geometry.

Results
total energy	-20572.563	eV
E_HOMO	-0.33815	hartree
LUMO energy	0.1	eV
F_max	5.4	eV/Å
total charge	0
HOMO-LUMO gap	9.3	eV
energy above the lowest of the compared OMol25 structures with the same formula, charge and spin	542.32	kJ/mol

Last column: Mulliken charge in e.
Positions of all 15 atoms, in Å:
C 2.93095 -0.06470 0.12654  -0.76
C -0.76933 -1.29704 0.25891  0.08
C -1.79832 -0.20024 -0.10505  0.48
H 3.05596 -1.00907 -0.32981  0.29
H 2.71890 0.06723 1.22562  0.26
H 3.72380 0.53865 -0.28649  0.37
H -1.38662 -1.98979 0.85592  0.35
H -3.56981 0.20692 -0.50324  0.25
H -2.10368 1.86941 -0.48239  0.35
H 0.36050 1.34858 0.16291  0.33
N 0.48647 -1.33320 0.11124  -0.47
N -2.94535 -0.75772 -0.45982  -0.62
N -1.38971 1.09337 -0.48919  -0.36
O -0.57634 1.44180 0.68740  -0.46
S 1.26257 0.08578 -0.77255  -0.09

---

What is the formula in the third record?
C11H11NO2

---

Number 3 is which compound?
C11H11NO2